Below is a molecular structure, C37H67BBeCsF3KN4O23P3S in a non-equilibrium geometry, with properties calculated with ωB97M-V with the def2-TZVPD basis set.

The geometry in ORCA input format:
```
! wB97M-V def2-TZVPD RIJCOSX def2/J DEFGRID3
* xyz 0 1
C -1.79357 -8.02791 1.75308
C -1.65000 -6.61963 2.32383
O -2.04707 -5.54414 1.39545
P -1.33562 -5.46896 -0.00196
O -1.88688 -6.35594 -1.05469
C -1.20932 -3.68395 -0.43041
C -2.45728 -2.98664 -1.06804
N -3.56309 -2.59159 -0.24137
C -4.80823 -3.34888 -0.34013
C -4.83954 -4.79651 0.21050
C -6.29359 -5.33402 -0.01671
C -6.99395 -5.72582 1.27782
N -7.59022 -4.58745 1.98590
C -3.35399 -1.69427 0.85046
N -4.11354 -2.07712 2.04144
C -3.50346 -0.16740 0.47400
O -2.62489 -0.00119 -0.65965
C -1.22767 0.13838 -0.64424
C -0.66355 1.49928 -0.24908
C 0.84106 1.57608 -0.52954
C 1.51061 2.71266 0.13076
O 1.65493 1.27927 0.54632
O -0.47717 -0.97292 -0.22763
N 0.04580 -0.88710 1.08871
O 0.90962 -1.65874 1.21064
P -0.90985 0.11024 -2.55464
S 0.56622 -1.08766 -3.02075
C -4.91884 0.11265 -0.19001
C -4.72799 1.18629 -1.30884
C -6.05667 0.61730 0.71285
C -6.75238 -0.41507 1.60326
P -3.26407 0.90848 1.95184
O -4.27198 0.74396 3.00295
O -1.85972 0.56155 2.63259
O -3.19159 2.44476 1.54407
O 0.17517 -5.96594 0.22814
C 1.02578 -5.06198 0.96235
C 2.07168 -5.82920 1.77548
H -0.80892 -8.41024 1.50515
H -2.49151 -8.06564 0.92205
H -2.19417 -8.64955 2.54963
H -0.65772 -6.48656 2.75316
H -2.34635 -6.53177 3.15447
H -0.39325 -3.60380 -1.15640
H -0.83370 -3.16932 0.44572
H -2.08318 -2.09331 -1.63695
H -2.85348 -3.69769 -1.89826
H -5.10693 -3.41642 -1.41209
H -5.61493 -2.79812 0.13502
H -4.63786 -4.87807 1.27414
H -4.20205 -5.45852 -0.38714
H -6.25220 -6.23362 -0.65723
H -6.87207 -4.59310 -0.57174
H -6.35630 -6.30580 1.94146
H -7.82890 -6.37128 1.00368
H -6.87642 -3.97944 2.36794
H -8.18718 -4.06748 1.35932
H -2.30333 -1.76576 1.15944
H -4.03645 -3.08457 2.14590
H -3.64543 -1.72418 2.86767
H -1.07568 2.31458 -0.84327
H -0.69300 1.72154 0.81699
H 1.19478 1.33086 -1.52606
H 2.52278 2.96497 -0.14307
H 1.01157 3.11277 1.00143
H -2.05092 -0.34479 -3.23518
H -0.69189 1.44168 -2.95573
H -5.26854 -0.76554 -0.72735
H -5.70558 1.63720 -1.57225
H -4.10089 2.02124 -1.00844
H -4.38064 0.72996 -2.23161
H -6.84868 0.95645 0.04077
H -5.81001 1.49656 1.30290
H -7.69245 0.04871 1.91363
H -7.03669 -1.30776 1.04783
H -6.20494 -0.62153 2.51242
H -2.00739 0.54166 3.58466
H -3.14946 2.59711 0.59157
H 1.50170 -4.36943 0.27151
H 0.40576 -4.48655 1.65456
H 3.06234 -5.58769 1.38239
H 2.05059 -5.46963 2.80362
H 1.90594 -6.90140 1.74282
O 0.66709 -7.81074 3.58909
H 1.35436 -7.33572 4.06271
Be -6.47901 3.45927 -0.81457
C 5.12415 6.51756 0.68032
C 5.76082 6.74832 -0.68320
C 5.34464 5.49459 -1.43478
O 4.07779 5.09129 -0.89919
C 3.82034 5.82888 0.30323
H 4.97140 7.42986 1.25418
H 5.74812 5.84007 1.27287
H 5.32293 7.63039 -1.15390
H 6.84115 6.88296 -0.64840
H 6.05957 4.67793 -1.27389
H 5.24189 5.66193 -2.50710
H 3.03299 6.55849 0.09018
H 3.46309 5.14800 1.08042
O -7.23185 -7.90195 -1.56617
H -6.51925 -8.56042 -1.55127
Cs -2.91996 -4.45218 -3.23520
C 3.87301 1.44299 -4.32178
C 3.86827 1.77941 -5.79120
O 2.55550 1.40231 -6.19500
C 1.76626 1.55590 -5.11360
O 0.58019 1.58600 -5.14646
O 2.50068 1.67954 -3.97974
F 4.76685 1.03198 -6.50042
H 4.12922 0.39994 -4.13022
H 4.53158 2.08067 -3.74203
H 4.01964 2.84645 -5.94376
C 7.50861 -0.89441 -2.40399
C 6.02095 -0.82103 -1.90447
O 5.42922 0.19701 -2.48294
H 8.04394 0.00906 -2.12384
H 7.99740 -1.75016 -1.93225
H 7.56301 -1.02131 -3.48292
H 6.04070 -0.81621 -0.79902
H 5.60587 -1.83249 -2.14454
B 0.31684 5.13940 -3.55395
O 1.02718 4.38903 -4.64232
C 2.25239 4.82856 -4.73428
O 3.08654 4.40594 -5.50333
C 2.46500 5.93388 -3.69013
O 3.48931 6.53472 -3.50741
O 1.34042 6.09337 -3.02504
F -0.08903 4.25192 -2.55383
F -0.76792 5.81971 -4.06711
K 2.61306 -4.46343 4.45106
C 6.21588 6.20694 5.40970
C 5.45054 6.86031 4.54064
C 5.75763 8.25610 4.14150
O 5.05899 8.85177 3.35201
C 6.95303 8.89492 4.74746
C 7.71882 8.24143 5.61688
C 7.41132 6.84500 6.01652
O 8.10876 6.24715 6.80676
H 6.00925 5.18906 5.71470
H 4.57598 6.41118 4.08689
H 7.15944 9.91258 4.44171
H 8.59386 8.68873 6.07061
*
```

Atom charges from the Mulliken analysis, given in e for atoms 1 to 6: C -1.222; C -0.224; O -0.129; P 0.986; O -0.967; C -0.927

Below is a single C3H5NO3S molecule, with properties calculated with ωB97M-V with the def2-TZVPD basis set.

The geometry in ORCA input format:
```
! wB97M-V def2-TZVPD RIJCOSX def2/J DEFGRID3
* xyz 0 1
O 1.10668 -1.79974 -1.68765
C 1.03337 -1.96825 -0.49943
N 1.09492 -0.95006 0.44035
S 1.34071 0.66162 -0.00092
C -0.28804 1.08142 -0.67078
C -1.44079 1.03356 0.32649
O -2.56152 0.76497 -0.01158
O -1.15426 1.34311 1.60342
H 0.90267 -2.96541 -0.00425
H 0.89518 -1.18480 1.39863
H -0.52810 0.38009 -1.49478
H -0.20568 2.08826 -1.06858
H -0.19513 1.51523 1.66908
*
```

Atom charges from the Mulliken analysis, given in e for atoms 1 to 6: O -0.497; C 0.124; N -0.172; S -0.056; C -0.533; C 0.610

Below is 2 unconnected molecules or ions with the total composition C6H10 in a non-equilibrium geometry, with properties calculated with ωB97M-V with the def2-TZVPD basis set.

The geometry in ORCA input format:
```
! wB97M-V def2-TZVPD RIJCOSX def2/J DEFGRID3
* xyz -1 2
C 1.22204 1.07579 -0.85790
C 0.91754 -0.02261 -0.05532
C 1.76411 -1.08378 0.25015
C -0.66465 -0.43446 1.80960
C -0.44210 -0.05771 0.55453
C -1.59803 0.33448 -0.32470
H -1.03534 0.05473 -2.48872
H 2.19601 1.16618 -1.32560
H 0.56783 1.93799 -0.92325
H 1.34717 -1.97077 0.70804
H 2.78000 -1.07483 -0.12693
H -1.65607 -0.52264 2.24038
H 0.16650 -0.65473 2.46867
H -2.46802 -0.31098 -0.18814
H -1.23358 0.17727 -1.48720
H -1.86340 1.38608 -0.25362
*
```

Atom charges from the Mulliken analysis, given in e for atoms 1 to 6: C -1.079; C 0.595; C -1.154; C -1.119; C 0.536; C -1.117

Below is a molecular structure, C53H43Cl2I2N6NaO3P2Te, with properties calculated with ωB97M-V with the def2-TZVPD basis set.

The geometry in ORCA input format:
```
! wB97M-V def2-TZVPD RIJCOSX def2/J DEFGRID3
* xyz -2 1
Na 0.85111 -1.67602 1.32975
I 0.64999 -7.13028 6.48845
C 0.39594 -5.96546 4.77724
C -0.83046 -5.38047 4.50988
C -0.96196 -4.60975 3.37536
I -2.82414 -3.76116 2.97156
C 0.08057 -4.35518 2.43971
O -0.09786 -3.62312 1.42397
C 1.31632 -5.01070 2.74916
C 2.54114 -4.97629 1.85226
N 2.61641 -3.90259 0.87703
C 3.81772 -3.99451 0.08828
C 3.73446 -3.10712 -1.13204
C 4.85425 -2.47572 -1.66532
C 4.70063 -1.68565 -2.78898
C 3.43696 -1.54075 -3.33757
C 2.38262 -2.20525 -2.73455
N 2.52769 -2.98678 -1.67173
C 1.44829 -5.77335 3.89369
H -1.67155 -5.51750 5.17628
H 2.63585 -5.96302 1.34997
H 3.42423 -4.89237 2.49925
H 1.79082 -3.90783 0.28646
H 4.03048 -5.03191 -0.25016
H 4.67113 -3.69241 0.70673
H 5.81723 -2.58262 -1.18214
H 5.54822 -1.16316 -3.21517
H 3.25663 -0.89691 -4.18722
H 1.37182 -2.08990 -3.09883
H 2.40828 -6.23887 4.09687
Te -2.02761 3.57903 -0.67372
C -4.08394 3.48727 -0.05108
C -4.47426 3.21709 1.25597
C -5.81239 3.30293 1.59954
N -6.78519 3.63345 0.75175
C -6.40669 3.87559 -0.49857
C -5.09365 3.82113 -0.94281
C -1.31457 1.65368 -0.65788
P -0.62514 0.93404 0.81619
C -1.70665 1.32706 2.25651
C -1.65924 2.51901 2.97847
C -2.49348 2.72566 4.06465
C -3.40491 1.74662 4.44056
C -3.45675 0.55133 3.73712
C -2.60304 0.34513 2.66338
C 0.82002 1.97933 1.28035
C 1.36960 2.90313 0.39999
C 2.51511 3.61245 0.73281
C 3.13050 3.40097 1.95688
C 2.59492 2.46870 2.83958
C 1.45338 1.76562 2.50094
P -1.97720 0.42763 -1.73318
C -1.51511 0.69481 -3.48847
C -1.38875 1.96872 -4.03539
C -1.03701 2.13611 -5.36830
C -0.78991 1.03141 -6.16766
C -0.90849 -0.24271 -5.63009
C -1.27084 -0.40398 -4.30220
C -3.80059 0.66567 -1.85629
C -4.48904 0.90325 -3.04555
C -5.87733 0.87381 -3.09008
C -6.60673 0.60667 -1.94395
C -5.93482 0.35990 -0.75107
C -4.55372 0.38008 -0.71531
H -3.75416 2.94109 2.00558
H -6.11395 3.09342 2.62128
H -7.19978 4.12424 -1.19769
H -4.87064 4.02518 -1.98146
H -0.94255 3.28472 2.69649
H -2.44103 3.65685 4.61430
H -4.05769 1.90751 5.28945
H -4.13299 -0.23579 4.04001
H -2.61708 -0.61026 2.14976
H 0.91654 3.03707 -0.57774
H 2.92892 4.31912 0.02268
H 4.03101 3.94431 2.21777
H 3.08164 2.26406 3.78400
H 1.07186 1.02063 3.19028
H -1.56295 2.83589 -3.41102
H -0.94669 3.13685 -5.77413
H -0.50045 1.15960 -7.20383
H -0.71129 -1.11325 -6.24114
H -1.35267 -1.40138 -3.88644
H -3.94054 1.12289 -3.95281
H -6.38811 1.07365 -4.02491
H -7.69005 0.59936 -1.97053
H -6.48980 0.16015 0.15607
H -4.04448 0.18997 0.22617
N 4.83372 1.24347 -0.62349
C 3.95491 0.29447 -0.16605
N 2.86419 0.21930 -0.86511
C 3.01101 1.18634 -1.84239
C 2.11923 1.55496 -2.84378
C 2.49055 2.58279 -3.68894
C 3.72485 3.23677 -3.54314
C 4.62044 2.88168 -2.55123
C 4.23862 1.84307 -1.71001
H 5.70072 1.49501 -0.18427
H 4.15361 -0.28551 0.71518
H 1.16665 1.05271 -2.91912
H 1.81354 2.89525 -4.47012
H 3.97866 4.04426 -4.21917
H 5.56564 3.39557 -2.43772
N -0.53516 -2.23432 -1.18069
C -0.46876 -1.07157 -1.51860
H -1.30931 -2.75958 -0.80017
Cl 3.72716 -0.76105 5.54203
C 3.48874 -2.00030 4.26645
Cl 5.07480 -2.46667 3.58745
C 2.48800 -1.48405 3.21874
O 1.30674 -1.65222 3.55311
O 2.92631 -0.98127 2.17808
H 3.08276 -2.87892 4.75960
*
```

Atom charges from the Mulliken analysis, given in e for atoms 1 to 6: Na 0.371; I -0.047; C -0.448; C -0.611; C -0.319; I -0.028

Below is a molecular structure, C53H45N12O4RbS in a non-equilibrium geometry, with properties calculated with ωB97M-V with the def2-TZVPD basis set.

The geometry in ORCA input format:
```
! wB97M-V def2-TZVPD RIJCOSX def2/J DEFGRID3
* xyz -2 1
Rb 0.40590 0.28550 -0.03600
C -0.66310 -3.03410 -0.28050
O 0.68560 -2.62870 -0.29580
C 1.64700 -3.57090 -0.42630
C 1.41040 -4.91860 -0.67100
C 2.45830 -5.82470 -0.79150
C 3.76690 -5.39310 -0.66440
C 4.02250 -4.06100 -0.41610
C 2.99080 -3.12200 -0.30010
N 3.19720 -1.79580 -0.01190
N 4.43940 -1.43350 0.00780
C 4.76020 -0.19540 0.40780
C 3.82340 0.73880 1.01030
O 2.62890 0.49110 1.23160
C 4.36540 2.02990 1.40320
C 5.65550 2.37210 1.21750
C 6.58280 1.46640 0.62540
C 7.91570 1.83150 0.39820
C 8.79650 0.97230 -0.21430
C 8.36000 -0.30340 -0.58530
C 7.06300 -0.68930 -0.35860
C 6.12960 0.18170 0.23370
H -0.84680 -3.82450 0.45450
H -0.99020 -3.36970 -1.27120
H -1.24080 -2.15750 0.00590
H 0.39970 -5.28950 -0.76820
H 2.24340 -6.87000 -0.98110
H 4.58590 -6.09730 -0.75070
H 5.03180 -3.69880 -0.29250
H 3.64390 2.72080 1.82370
H 6.01720 3.35620 1.49650
H 8.23880 2.82060 0.70480
H 9.81900 1.27340 -0.41220
H 9.05500 -0.98960 -1.05590
H 6.72070 -1.67870 -0.62250
C -2.29750 5.28450 -1.55840
C -1.59890 4.01930 -1.09130
N -0.70740 3.41430 -1.80440
N -0.42790 3.99140 -2.99170
C 0.32160 3.39540 -3.88170
N 0.66550 4.22550 -4.94380
S 0.89470 1.81150 -4.03070
C -1.96250 3.48010 0.21230
C -3.23130 3.73210 0.76350
C -3.55890 3.20870 1.99790
C -2.61440 2.44570 2.66530
C -1.38590 2.24200 2.04990
N -1.06240 2.74320 0.87300
H -1.62380 5.79810 -2.24360
H -2.53630 5.93380 -0.71600
H -3.21610 5.05970 -2.10440
H 0.02910 4.99000 -5.10630
H 0.97210 3.71360 -5.75700
H -3.95980 4.30530 0.21030
H -4.53820 3.38550 2.43160
H -2.83360 2.00050 3.62290
H -0.63000 1.64670 2.54660
C -10.92170 -5.92920 8.08930
O -9.55180 -6.04600 8.34040
C -8.68590 -5.33420 7.52650
C -9.06400 -4.59500 6.40940
C -8.10440 -3.96270 5.65070
C -6.74220 -4.03150 5.98020
C -6.38190 -4.76960 7.12180
C -7.33900 -5.40260 7.87920
C -5.79000 -3.36560 5.15000
N -6.08990 -2.62330 4.09730
C -4.91530 -2.20030 3.57640
C -3.82880 -2.70720 4.32880
N -4.41450 -3.44290 5.32590
C -2.49840 -2.46430 4.03690
C -1.39140 -3.06190 4.72160
C -0.13810 -2.71340 4.40530
C 0.10880 -1.60110 3.42410
N -0.98140 -1.31880 2.54570
C -2.19010 -1.63990 2.90270
C -3.30120 -1.16590 2.07200
N -2.99120 -0.47260 0.97710
C -3.95020 0.02010 0.22660
C -5.30790 -0.14180 0.50150
C -5.66300 -0.87570 1.60960
C -4.65860 -1.41170 2.42520
H -11.42050 -6.47140 8.89240
H -11.20830 -6.37520 7.12930
H -11.24340 -4.88250 8.10520
H -10.10060 -4.51420 6.11710
H -8.37580 -3.40760 4.76720
H -5.34290 -4.85230 7.41190
H -7.06410 -5.97040 8.75690
H -3.92510 -3.89050 6.08010
H -1.58500 -3.84290 5.45340
H 0.71950 -3.19960 4.85300
H 0.99910 -1.81060 2.80830
H -3.62920 0.57650 -0.64310
H -6.05150 0.29580 -0.15200
H -6.69930 -1.05760 1.86280
N -1.99790 -0.45310 -4.65480
C -1.30310 -0.64900 -3.49840
N -1.96020 -1.31780 -2.60420
C -3.17660 -1.58880 -3.17060
C -4.27260 -2.27510 -2.66600
C -5.37780 -2.41100 -3.48090
C -5.40930 -1.87850 -4.77150
C -4.33100 -1.18950 -5.29310
C -3.21920 -1.04580 -4.48120
H -1.66450 0.08340 -5.43800
H -0.31090 -0.26170 -3.36930
H -4.23900 -2.67820 -1.66750
H -6.24090 -2.94480 -3.10670
H -6.29800 -2.00760 -5.37440
H -4.35170 -0.78170 -6.29360
C 1.73890 -0.12320 4.37080
O 0.37790 -0.37280 4.15700
H 1.80500 0.84680 4.87030
H 2.29080 -0.08870 3.42520
H 2.19600 -0.88900 5.01540
*
```

Atom charges from the Mulliken analysis, given in e for atoms 1 to 6: Rb 0.305; C -0.339; O 0.318; C 0.423; C -0.599; C -0.687

Below is a molecular structure, C7H4N2NdO4 in a non-equilibrium geometry, with properties calculated with ωB97M-V with the def2-TZVPD basis set.

The geometry in ORCA input format:
```
! wB97M-V def2-TZVPD RIJCOSX def2/J DEFGRID3
* xyz 3 4
O 0.01699 -3.51660 -1.64666
C -0.30350 -2.40657 -1.58933
Nd -0.98305 0.04373 -1.32061
O -2.74373 0.00754 -4.59858
C -2.14298 0.02423 -3.60947
C 1.42593 0.02695 -1.91274
O 2.56734 0.01059 -2.02599
C -0.28723 2.48168 -1.50354
O 0.03579 3.58952 -1.53613
N 0.36115 0.67065 2.85395
C 0.45220 -0.71310 2.90320
C 0.23059 -1.16924 1.63478
N -0.04821 -0.05804 0.82519
C 0.10450 1.04966 1.58889
H 0.50967 1.31129 3.62914
H 0.66311 -1.25639 3.79575
H 0.18554 -2.17279 1.24466
H -0.04409 2.07688 1.26748
*
```

Atom charges from the Mulliken analysis, given in e for atoms 1 to 6: O 0.023; C 0.170; Nd 1.807; O -0.002; C 0.248; C 0.158

Number 1: total energy -157297.76361 eV. Number 2: total energy -21660.05151 eV. Number 3: total energy -6379.13178 eV. Number 4: total energy -142278.58632 eV. Number 5: total energy -93255.53915 eV. Number 6: total energy -33738.21724 eV.